[1]
The following is a DFT calculation (ωB97M-V/def2-TZVPD) of the molecule C4H7NO2.

```
14
Properties=species:S:1:pos:R:3
C 1.153 -1.369 -0.074
C 0.226 -0.238 -0.441
C -0.809 0.192 0.564
N -2.107 0.362 0.279
O -0.319 0.515 1.645
C 0.790 1.140 -0.523
O 0.573 0.336 -1.685
H 2.188 -1.096 -0.317
H 1.083 -1.605 0.988
H 0.901 -2.263 -0.658
H -2.641 0.906 0.939
H -2.511 0.039 -0.580
H 0.082 1.965 -0.550
H 1.392 1.114 0.413
```

LUMO = 0.0310 Eh
electronic energy = -361.742637 hartree
HOMO energy = -9.462 eV
charge = 0
HOMO-LUMO gap = 10.30 eV
structure (SMILES) = C[C@@]1(C(N)=O)CO1
spin multiplicity = 1

[2]
The following is a DFT calculation (ωB97M-V/def2-TZVPD) of a structure of composition C4H7NO2.

```
14
Properties=species:S:1:pos:R:3
C -0.127 -0.948 -0.431
N -1.904 -0.393 -0.660
C 0.497 0.217 0.023
C 2.333 -0.401 0.108
C 0.310 1.418 0.505
O -2.494 0.302 0.433
O 3.135 0.407 0.461
H -2.952 -0.383 0.936
H -1.822 0.345 -1.362
H -0.222 -1.751 0.296
H 0.118 -1.262 -1.444
H 2.636 -1.422 -0.238
H 1.160 1.989 0.854
H -0.668 1.881 0.520
```

LUMO = 0.0291 Eh
electronic energy = -361.644049 hartree
HOMO energy = -8.159 eV
charge = 0
HOMO-LUMO gap = 8.95 eV
spin multiplicity = 1

[3]
The following is a DFT calculation (ωB97M-V/def2-TZVPD) of the molecule C4H7NO2.

```
14
Properties=species:S:1:pos:R:3
O -1.434 0.941 0.021
C -0.077 0.865 -0.427
C 0.144 -0.399 -1.248
N -0.324 -1.498 -0.409
C -0.281 -1.322 0.847
O 0.295 -0.348 1.581
C 0.811 0.738 0.814
H -1.929 0.122 -0.152
H 0.155 1.782 -0.969
H 1.194 -0.551 -1.545
H -0.441 -0.382 -2.176
H -0.749 -2.052 1.498
H 1.856 0.525 0.553
H 0.790 1.621 1.456
```

LUMO = 0.0317 Eh
electronic energy = -361.818918 hartree
HOMO energy = -9.742 eV
charge = 0
HOMO-LUMO gap = 10.60 eV
structure (SMILES) = O[C@@H]1CN=COC1
spin multiplicity = 1

[4]
The following is a DFT calculation (ωB97M-V/def2-TZVPD) of the molecule C4H7NO2.

```
14
Properties=species:S:1:pos:R:3
C 0.351 1.177 -1.044
N -0.165 -0.091 -0.632
C 0.682 -1.150 -1.017
O 0.506 -2.265 -0.483
C -0.957 0.004 0.501
C -0.271 -0.431 1.912
O -0.015 0.352 2.842
H 0.746 1.558 -0.116
H -0.460 1.696 -1.498
H 1.237 1.064 -1.806
H 1.321 -0.883 -1.842
H -1.315 1.033 0.657
H -1.815 -0.603 0.571
H 0.157 -1.463 1.954
```

LUMO = 0.0279 Eh
electronic energy = -361.791179 hartree
HOMO energy = -9.132 eV
charge = 0
HOMO-LUMO gap = 9.89 eV
structure (SMILES) = CN(C=O)CC=O
spin multiplicity = 1

[5]
The following is a DFT calculation (ωB97M-V/def2-TZVPD) of the molecule C4H7NO2.

```
14
Properties=species:S:1:pos:R:3
H -0.312 -2.144 -0.699
N -0.314 -1.143 -0.626
C 0.495 -0.593 0.175
C 1.833 -1.014 0.724
O 0.178 0.620 0.688
C -1.066 1.203 0.304
C -1.385 1.145 -1.198
O -2.504 1.378 -1.583
H 1.773 -0.919 1.808
H 2.095 -2.036 0.447
H 2.622 -0.332 0.376
H -1.923 0.793 0.860
H -0.969 2.246 0.633
H -0.582 0.940 -1.934
```

LUMO = 0.0296 Eh
electronic energy = -361.817728 hartree
HOMO energy = -9.573 eV
charge = 0
HOMO-LUMO gap = 10.38 eV
structure (SMILES) = [H]/N=C(\C)OCC=O
spin multiplicity = 1

[6]
The following is a DFT calculation (ωB97M-V/def2-TZVPD) of the molecule C4H7NO2.

```
14
Properties=species:S:1:pos:R:3
O -0.467 -1.622 1.523
C 0.097 -1.277 0.351
C 1.328 -0.624 0.324
C 1.118 0.868 0.097
C -0.090 0.685 -0.762
N -1.242 1.194 -0.618
O -2.170 0.501 -1.395
H -0.172 -0.929 2.137
H -0.505 -1.652 -0.475
H 2.069 -0.973 1.040
H 0.910 1.324 1.085
H 1.868 1.487 -0.400
H 0.190 -0.072 -1.503
H -2.936 1.088 -1.405
```

LUMO (alpha / beta) = 0.0105 / 0.0105 Eh
electronic energy = -361.659066 hartree
HOMO energy (alpha / beta) = -8.048 / -8.047 eV
charge = 0
HOMO-LUMO gap (alpha / beta) = 8.33 / 8.33 eV
structure (SMILES) = O/C=C/C/C=N/O
spin multiplicity = 1